(1)
{
  "formula": "C2H7S3",
  "method": "ωB97M-V/def2-TZVPD",
  "orbital_gap_ev": [9.13, 6.36],
  "spin_multiplicity": 2,
  "homo_ev": [-8.72, -8.69],
  "species": ["S", "S", "S", "C", "C", "H", "H", "H", "H", "H", "H", "H"],
  "coordinates": [[-3.175, 2.068, 1.638], [0.581, -0.250, 1.397], [-2.124, 1.603, -0.095], [0.692, -1.120, -1.224], [1.554, -0.637, -0.060], [2.183, 0.219, -0.294], [0.113, -1.972, -0.862], [1.281, -1.461, -2.074], [-2.124, 2.500, 2.350], [-1.144, 0.885, 0.503], [-0.040, -0.379, -1.537], [2.204, -1.457, 0.259]],
  "mulliken_charge": [-0.20, -0.07, -0.06, -0.86, -0.43, 0.31, 0.30, 0.32, 0.16, 0.02, 0.22, 0.29]
}


(2)
{
  "formula": "CH4N2O2S",
  "method": "ωB97M-V/def2-TZVPD",
  "orbital_gap_ev": 10.10,
  "homo_ev": -9.78,
  "species": ["S", "O", "O", "N", "N", "C", "H", "H", "H", "H"],
  "coordinates": [[-0.806, 0.293, 0.138], [-0.096, -1.208, 0.738], [0.384, -3.250, 0.833], [0.098, -2.418, 0.109], [-2.089, 0.278, -0.486], [0.609, 1.136, -0.586], [0.143, 2.049, -0.815], [1.502, 1.414, 0.092], [-0.800, 0.907, 1.431], [1.055, 0.799, -1.456]],
  "mulliken_charge": [0.38, -0.24, -0.27, 0.30, -0.51, -0.85, 0.35, 0.33, 0.17, 0.34]
}


(3)
{
  "formula": "C22H25N3O3",
  "method": "ωB97M-V/def2-TZVPD",
  "orbital_gap_ev": 9.56,
  "homo_ev": -8.79,
  "species": ["O", "O", "O", "N", "N", "N", "C", "C", "C", "C", "C", "C", "C", "C", "C", "C", "C", "C", "C", "C", "C", "C", "C", "C", "C", "C", "C", "C", "H", "H", "H", "H", "H", "H", "H", "H", "H", "H", "H", "H", "H", "H", "H", "H", "H", "H", "H", "H", "H", "H", "H", "H", "H"],
  "coordinates": [[-5.279, 0.429, 1.868], [-3.884, -0.842, -0.229], [0.559, 2.065, -2.402], [-2.161, 1.623, -0.680], [1.700, 1.325, -2.514], [1.020, 1.315, -0.399], [2.405, -1.400, -0.771], [2.052, -3.679, -1.449], [3.842, 0.430, 0.220], [5.345, 1.330, 2.385], [5.137, -0.025, 2.196], [-1.897, 0.470, 0.165], [4.068, 1.788, 0.407], [-5.074, -1.390, 0.294], [-1.093, 2.610, -0.664], [-3.181, -0.111, 0.766], [1.943, 0.891, -1.310], [1.153, -3.856, -0.412], [1.502, -1.583, 0.271], [0.878, -2.804, 0.447], [-2.567, 1.254, -2.023], [2.673, -2.455, -1.631], [0.200, 2.023, -1.114], [4.811, 2.236, 1.485], [-5.967, -0.288, 0.867], [3.050, -0.046, -0.979], [4.391, -0.473, 1.120], [-4.086, 0.980, 1.352], [-5.566, -1.904, -0.534], [-2.924, 2.143, -2.542], [3.370, -2.319, -2.446], [3.662, 2.501, -0.296], [3.712, -0.090, -1.852], [-3.376, 0.533, -1.944], [-6.853, -0.712, 1.341], [-1.254, 0.784, 0.989], [-4.833, -2.113, 1.088], [-2.905, -0.811, 1.574], [0.665, -4.810, -0.275], [4.235, -1.532, 0.979], [5.924, 1.679, 3.227], [-1.384, -0.336, -0.380], [0.175, -2.936, 1.256], [5.557, -0.739, 2.890], [2.270, -4.495, -2.123], [1.290, -0.758, 0.934], [-4.311, 1.712, 0.565], [4.974, 3.295, 1.620], [-1.372, 3.431, -1.327], [-3.591, 1.478, 2.186], [-6.269, 0.395, 0.058], [-1.758, 0.802, -2.612], [-0.977, 2.981, 0.356]],
  "mulliken_charge": [-0.40, -0.41, -0.15, 0.19, -0.80, -0.18, -0.26, -0.71, 0.15, -0.43, -0.77, -1.01, -0.39, -0.49, -1.32, 0.09, -0.03, -0.41, 0.34, -0.95, -0.96, -0.45, 0.83, -0.76, -0.48, 1.02, -0.52, -0.65, 0.37, 0.34, 0.38, 0.38, 0.64, 0.24, 0.35, 0.61, 0.30, 0.40, 0.41, 0.41, 0.39, 0.35, 0.42, 0.39, 0.40, 0.55, 0.36, 0.39, 0.47, 0.29, 0.31, 0.32, 0.43]
}


(4)
{
  "formula": "C47H105N6O14V",
  "method": "ωB97M-V/def2-TZVPD",
  "orbital_gap_ev": 1.89,
  "charge": -2,
  "homo_ev": 0.38,
  "species": ["V", "O", "O", "O", "O", "O", "O", "O", "O", "O", "O", "O", "O", "O", "O", "N", "N", "N", "N", "N", "N", "C", "C", "C", "C", "C", "C", "C", "C", "C", "C", "C", "C", "C", "C", "C", "C", "C", "C", "C", "C", "C", "C", "C", "C", "C", "C", "C", "C", "C", "C", "C", "C", "C", "C", "C", "C", "C", "C", "C", "C", "C", "C", "C", "C", "C", "C", "C", "H", "H", "H", "H", "H", "H", "H", "H", "H", "H", "H", "H", "H", "H", "H", "H", "H", "H", "H", "H", "H", "H", "H", "H", "H", "H", "H", "H", "H", "H", "H", "H", "H", "H", "H", "H", "H", "H", "H", "H", "H", "H", "H", "H", "H", "H", "H", "H", "H", "H", "H", "H", "H", "H", "H", "H", "H", "H", "H", "H", "H", "H", "H", "H", "H", "H", "H", "H", "H", "H", "H", "H", "H", "H", "H", "H", "H", "H", "H", "H", "H", "H", "H", "H", "H", "H", "H", "H", "H", "H", "H", "H", "H", "H", "H", "H", "H", "H", "H", "H", "H", "H", "H", "H", "H"],
  "coordinates": [[-40.324, 32.674, -23.608], [-38.978, 37.920, -29.809], [-33.917, 33.603, -29.688], [-37.385, 41.106, -25.114], [-39.667, 33.632, -29.225], [-40.984, 37.870, -27.038], [-38.285, 36.155, -30.132], [-38.963, 33.633, -25.155], [-33.953, 37.425, -24.589], [-38.310, 26.495, -27.634], [-36.815, 37.182, -18.730], [-39.716, 31.296, -23.103], [-38.657, 36.764, -28.232], [-40.631, 33.618, -22.311], [-34.935, 31.223, -19.313], [-36.162, 35.322, -31.997], [-37.273, 37.708, -19.969], [-37.510, 27.575, -27.304], [-35.273, 39.415, -26.753], [-40.817, 35.049, -27.349], [-34.462, 30.582, -20.457], [-32.924, 30.573, -22.363], [-37.025, 33.938, -26.634], [-35.026, 37.283, -25.559], [-39.540, 28.967, -27.526], [-35.860, 38.542, -25.779], [-38.887, 37.711, -21.857], [-37.716, 34.178, -25.260], [-36.102, 40.459, -27.219], [-39.608, 36.991, -19.616], [-34.029, 32.757, -21.545], [-37.392, 29.978, -26.892], [-41.002, 37.079, -25.850], [-36.742, 30.572, -21.571], [-38.279, 28.677, -26.694], [-35.267, 28.522, -27.082], [-35.186, 34.113, -30.117], [-35.496, 39.331, -20.036], [-34.874, 29.022, -22.277], [-38.646, 28.405, -25.237], [-35.994, 26.617, -25.598], [-33.286, 36.235, -24.270], [-33.444, 31.368, -21.163], [-34.079, 36.125, -31.061], [-33.913, 32.952, -28.445], [-40.692, 39.236, -26.605], [-38.417, 36.943, -20.614], [-40.411, 32.868, -28.378], [-36.823, 33.434, -24.202], [-38.072, 35.446, -20.903], [-32.285, 31.657, -20.235], [-36.869, 39.045, -21.997], [-36.467, 41.482, -26.120], [-35.524, 29.756, -21.106], [-37.806, 38.153, -22.821], [-36.010, 28.670, -20.090], [-38.077, 37.147, -29.305], [-35.987, 29.736, -26.385], [-35.582, 26.297, -28.110], [-41.603, 35.717, -26.295], [-35.162, 37.248, -21.405], [-41.444, 33.770, -27.735], [-34.898, 34.900, -31.406], [-37.308, 41.986, -23.984], [-33.994, 29.905, -23.186], [-36.228, 38.248, -20.841], [-36.117, 27.231, -26.979], [-38.723, 32.864, -29.930], [-37.531, 39.829, -21.626], [-37.474, 29.976, -22.113], [-34.622, 30.682, -23.625], [-36.016, 27.308, -24.757], [-34.190, 28.251, -21.918], [-34.286, 34.330, -32.106], [-36.016, 38.961, -24.784], [-34.646, 32.698, -22.442], [-34.945, 28.819, -28.079], [-34.334, 37.767, -21.888], [-40.560, 36.598, -19.970], [-34.735, 32.232, -28.436], [-39.518, 28.914, -24.828], [-32.329, 36.548, -23.854], [-33.273, 33.498, -21.813], [-36.811, 38.208, -26.197], [-34.880, 39.983, -20.657], [-31.782, 30.756, -19.882], [-33.943, 35.619, -23.654], [-35.471, 41.711, -25.727], [-35.348, 30.618, -26.441], [-32.460, 31.291, -23.042], [-37.466, 34.949, -20.142], [-35.101, 25.996, -25.509], [-37.736, 30.734, -26.183], [-36.530, 34.599, -32.598], [-36.070, 29.551, -25.312], [-34.806, 36.516, -20.679], [-36.099, 39.526, -22.601], [-35.595, 36.641, -22.202], [-31.578, 32.324, -20.731], [-41.741, 35.131, -25.383], [-40.029, 36.935, -25.377], [-37.742, 35.225, -24.942], [-42.287, 33.916, -28.414], [-37.919, 32.661, -29.218], [-36.334, 36.411, -19.053], [-38.897, 31.829, -30.238], [-40.041, 34.666, -26.817], [-39.410, 38.603, -21.509], [-32.123, 29.874, -22.118], [-34.648, 36.985, -26.540], [-33.056, 35.692, -25.190], [-34.510, 26.160, -27.962], [-34.830, 38.856, -19.315], [-36.434, 31.449, -22.139], [-35.646, 26.695, -29.123], [-37.659, 43.015, -24.081], [-35.173, 28.229, -19.545], [-36.754, 32.899, -26.814], [-37.175, 30.972, -20.654], [-40.278, 28.164, -27.511], [-36.833, 25.931, -25.472], [-36.769, 35.516, -31.203], [-41.696, 37.475, -25.105], [-40.677, 39.857, -27.500], [-34.375, 28.516, -26.453], [-38.289, 33.382, -30.784], [-37.017, 40.005, -27.606], [-36.758, 42.426, -26.589], [-36.499, 27.824, -20.576], [-42.639, 35.726, -26.640], [-34.729, 30.572, -18.637], [-38.516, 26.552, -28.571], [-35.696, 36.442, -25.363], [-38.904, 27.346, -25.171], [-36.762, 32.354, -24.342], [-35.786, 33.783, -24.234], [-35.727, 34.633, -29.326], [-38.257, 38.647, -23.683], [-37.656, 34.380, -27.406], [-34.023, 33.654, -27.618], [-36.703, 28.934, -19.290], [-34.316, 39.734, -26.754], [-36.300, 42.044, -23.569], [-39.324, 36.397, -18.744], [-33.168, 35.855, -30.526], [-37.457, 30.351, -27.914], [-39.760, 39.344, -26.050], [-36.138, 34.564, -26.517], [-37.806, 28.491, -24.548], [-39.297, 29.143, -28.574], [-41.554, 39.525, -26.001], [-32.577, 32.272, -19.383], [-39.614, 37.959, -19.113], [-39.945, 32.285, -27.581], [-40.036, 29.841, -27.104], [-37.116, 33.642, -23.172], [-33.525, 29.273, -23.940], [-37.225, 37.361, -23.295], [-35.706, 41.035, -28.056], [-34.556, 33.244, -20.724], [-32.997, 32.373, -28.329], [-39.553, 37.005, -22.356], [-37.535, 35.369, -21.849], [-35.698, 28.539, -22.804], [-41.038, 32.209, -28.988], [-38.937, 34.783, -20.947], [-34.604, 36.661, -30.267], [-41.969, 33.338, -26.877], [-36.054, 25.315, -28.147], [-36.235, 39.971, -19.555], [-37.896, 41.540, -23.181], [-33.979, 36.762, -31.938], [-35.643, 33.164, -30.403]],
  "mulliken_charge": [1.16, -0.59, -0.48, 0.01, -0.22, -0.35, -0.79, 0.50, -0.45, -0.56, -0.50, -0.95, -0.30, -0.83, -0.46, -0.57, 0.11, 0.50, -0.09, 0.10, 0.26, -1.85, 1.09, 0.22, -2.14, 0.20, -2.31, 1.22, -0.81, -2.29, -1.64, -0.68, 0.01, -1.44, 2.08, -1.77, 0.19, -2.28, -1.32, -1.42, -1.93, -0.54, 2.18, -1.51, -0.22, -0.70, 2.43, 0.23, -1.61, -1.17, -2.21, -2.00, -0.65, 1.93, 2.05, -2.12, 0.77, 0.94, -2.11, -1.03, -1.16, -1.16, 0.12, -0.95, 0.95, 2.19, 1.97, -0.44, 0.59, 0.41, -0.73, 0.25, 0.44, 0.49, -0.44, -0.19, 0.29, 0.50, 0.37, 0.05, 0.51, 0.25, 0.55, 0.04, 0.33, 0.46, 0.01, 0.35, 0.66, 0.52, 0.36, 0.51, -0.20, 0.28, -1.04, 0.49, 0.47, -0.33, 0.40, 0.24, -0.19, -0.69, 0.36, -0.13, 0.43, 0.52, -0.43, 0.36, 0.38, 0.66, 0.41, 0.47, 0.39, -0.13, 0.41, 0.37, 0.51, -0.38, 0.41, 0.46, 0.33, 0.10, 0.64, 0.27, 0.52, 0.15, 0.05, 0.51, 0.34, 0.53, 0.35, 0.33, -0.62, 0.33, 0.03, 0.22, 0.00, -0.04, -0.43, 0.04, 0.39, 0.31, 0.41, 0.46, 0.35, 0.20, 0.10, -0.12, -0.21, 0.48, 0.41, 0.38, 0.50, -0.23, 0.30, 0.20, 0.44, -1.23, 0.55, 0.55, 0.35, 0.57, -0.25, 0.25, 0.56, 0.48, 0.20, 0.39, 0.39, 0.49, 0.18, 0.39, 0.21]
}


Number 1: strongest force on any atom 0.53 eV Å⁻¹, M 127.3 u. Number 2: strongest force on any atom 3.83 eV Å⁻¹, M 108.1 u. Number 3: strongest force on any atom 1.20 eV Å⁻¹, M 379.5 u. Number 4: strongest force on any atom 13.03 eV Å⁻¹, M 1029.3 u.